## A
Molecular formula: C3H6N4S
Method: DFT, ωB97M-V with the def2-TZVPD basis set

Output
LUMO (eV): 0.6
SMILES: [H]/N=c1\cc(N)[nH]n1S
Kohn-Sham gap (eV): 8.871

Atoms and positions in Å:
N  0.38  1.11  -0.81
C  0.22  0.89  0.61
C  0.07  -0.47  0.97
N  0.62  -0.32  -1.33
H  -0.33  -3.11  0.16
H  -0.38  2.67  1.24
H  -1.60  -0.80  -2.03
H  0.07  1.59  2.50
N  0.32  1.89  1.56
N  -0.22  -2.41  -0.70
H  1.14  1.67  -0.97
S  -0.37  -0.53  -2.75
C  0.21  -1.23  -0.28
H  -0.12  -0.94  1.82

=====

## B
Molecular formula: C3H6N4S
Method: DFT, ωB97M-V with the def2-TZVPD basis set

Output
LUMO (eV): -1.2
SMILES: [H]/N=C(N)\N=C(/N)C=S
Kohn-Sham gap (eV): 8.190

Atoms and positions in Å:
N  -2.89  -1.11  -0.50
H  -3.07  -0.29  -1.00
H  0.18  2.32  0.25
H  -2.05  -2.80  1.04
H  1.90  -0.76  -0.57
N  -1.34  -2.05  0.95
H  -0.99  -1.80  1.84
C  0.88  1.49  0.01
N  0.91  -0.90  -0.44
N  -1.08  0.21  0.25
H  0.52  -1.82  -0.27
C  0.18  0.16  -0.05
S  2.44  1.75  -0.25
C  -1.83  -0.97  0.19

=====

## C
Molecular formula: C3H6N4S
Method: DFT, ωB97M-V with the def2-TZVPD basis set

Output
LUMO (eV): 0.2
SMILES: C=NN/C=N\C=N/S
Kohn-Sham gap (eV): 8.551

Atoms and positions in Å:
H  -0.83  1.03  -2.29
N  0.63  -0.03  1.71
H  0.22  -1.84  -0.18
H  0.22  0.91  4.79
C  -0.07  -0.96  -0.81
S  -0.18  0.20  -3.12
H  -1.10  1.13  1.52
N  -0.77  0.06  -0.19
C  -0.46  0.39  1.01
H  1.47  -0.31  1.20
N  0.95  0.38  2.99
H  -1.07  0.35  3.59
N  0.22  -1.04  -2.05
C  -0.01  0.56  3.81

=====

## D
Molecular formula: C3H6N4S
Method: DFT, ωB97M-V with the def2-TZVPD basis set

Output
LUMO (eV): 0.6
SMILES: [H]/N=c1\[nH]c(N)c(S)[nH]1
Kohn-Sham gap (eV): 7.932

Atoms and positions in Å:
H  -0.29  -0.67  -2.04
C  -1.42  -0.55  -0.43
H  -2.62  -1.30  -1.84
H  2.71  -0.21  -1.25
S  0.99  1.15  2.11
C  0.14  0.62  0.84
N  -0.15  -0.43  -0.99
N  -2.50  -1.03  -0.81
N  2.07  0.42  -0.54
H  1.17  0.11  3.09
C  0.77  0.12  -0.24
H  2.51  0.92  0.17
H  -2.07  0.65  1.16
N  -1.31  0.19  0.78

=====

Computed stability ranking, most favorable first: B, D, C, A

=====

## A
Molecular formula: C24H33N3O2
Method: DFT, ωB97M-V with the def2-TZVPD basis set

Output
LUMO (eV): 0.6
SMILES: COc1ccc(N2CCN([C@H]3CCCN(Cc4cccc(OC)c4)C3)CC2)cc1
Kohn-Sham gap (eV): 7.711

Atoms and positions in Å:
H  -1.29  -1.96  -0.56
C  4.53  0.64  -0.33
C  -0.96  2.06  -0.90
C  -1.35  -2.93  -0.80
H  3.51  3.59  1.02
C  0.83  -3.30  0.09
C  -4.37  -0.77  0.55
C  2.20  0.56  -0.46
H  -8.00  -2.04  0.06
H  -5.99  1.63  -1.40
H  0.84  -1.81  -1.70
H  4.52  -1.33  -2.01
H  -4.56  -1.59  1.08
C  1.65  -4.02  0.99
H  2.55  2.70  -0.94
H  3.39  2.03  1.71
H  -1.19  -3.17  -1.60
C  3.56  -2.76  0.01
C  -6.97  -1.84  0.32
O  -0.47  -3.53  0.40
C  0.38  2.33  1.56
C  3.06  -3.60  1.04
C  1.47  -2.13  -0.77
O  -6.54  -0.62  -0.35
H  -6.87  -1.87  1.24
H  -0.40  1.51  -1.56
C  -4.00  1.57  -0.45
C  2.80  -1.96  -0.82
H  5.39  2.13  1.01
H  4.55  -2.49  0.08
H  1.22  1.73  2.31
H  -2.51  -0.67  1.32
H  -0.23  0.21  0.72
H  -2.44  -3.25  -0.50
C  -5.27  -0.02  -0.18
H  -1.20  0.73  1.99
H  1.88  0.13  0.57
H  -6.24  -2.66  0.15
H  0.51  3.70  -1.34
H  2.81  -0.99  -2.52
C  -0.80  1.27  1.08
H  -1.78  2.61  -1.54
H  4.95  2.54  -0.70
C  4.63  1.99  0.43
H  4.37  -0.02  0.73
H  1.12  -4.63  1.72
C  3.39  -1.03  -1.60
C  -2.94  0.99  0.15
H  3.61  -4.30  1.76
N  -1.71  1.92  0.26
N  1.01  2.82  0.26
C  -3.15  -0.32  0.54
C  2.13  2.34  0.04
H  5.58  -0.06  -0.51
C  -0.04  3.26  -0.44
C  -5.17  1.14  -0.87
H  -0.11  3.14  2.27
H  -0.55  4.12  -0.19
N  3.53  0.35  -1.05
C  3.39  2.60  0.92
H  -3.71  2.62  -1.08
H  1.44  0.73  -1.22

=====

## B
Molecular formula: C24H33N3O2
Method: DFT, ωB97M-V with the def2-TZVPD basis set

Output
LUMO (eV): 0.0
SMILES: Cc1ccccc1C(=O)c1cccn1CC(=O)NCCCN1C[C@H](C)C[C@H](C)C1
Kohn-Sham gap (eV): 8.210

Atoms and positions in Å:
H  -4.29  -0.03  1.54
H  -3.11  2.91  -2.48
C  6.36  2.29  -0.84
C  -3.09  0.82  -0.67
H  5.62  0.50  -1.75
N  3.32  -2.42  -0.81
H  -4.49  0.85  -2.28
C  2.92  2.05  1.71
C  3.37  0.05  -0.39
O  0.56  -4.03  -0.16
H  -3.75  3.50  -0.94
H  -5.32  2.02  0.41
C  5.04  3.16  0.96
H  -2.62  -2.40  0.13
O  2.17  0.28  -0.55
H  0.17  -1.65  2.49
C  -0.32  -1.91  1.54
C  -5.51  1.39  -0.47
H  2.00  2.13  1.12
H  -7.85  0.27  0.46
C  5.21  -1.64  0.11
C  -4.29  1.45  -1.39
H  1.03  -0.93  0.22
H  2.02  -3.34  -2.12
H  -6.38  1.79  -0.99
C  -5.77  -0.04  -0.03
C  5.46  1.25  -0.98
C  3.95  -1.27  -0.38
H  4.88  3.91  1.72
N  -3.41  -0.55  -0.32
C  6.15  3.24  0.14
C  4.11  2.13  0.81
H  -7.15  -1.15  1.22
H  2.93  2.86  2.44
H  6.15  -3.63  0.25
C  4.34  1.16  -0.17
C  -4.50  -0.61  0.62
H  -5.98  -0.65  -0.92
C  4.14  -3.46  -0.60
H  -2.22  0.81  -1.33
H  -0.66  -2.95  1.59
H  3.84  -4.46  -0.87
C  0.98  -2.90  -0.29
N  0.65  -1.85  0.47
C  -1.49  -0.97  1.28
C  5.32  -3.02  -0.03
H  7.23  2.35  -1.48
C  -2.27  -1.37  0.02
H  1.73  -1.60  -1.87
H  -1.59  -1.35  -0.84
H  -2.15  -0.99  2.15
H  -4.67  -1.65  0.90
H  -1.11  0.05  1.17
H  -6.76  0.46  1.83
H  6.85  4.06  0.27
C  2.01  -2.54  -1.39
H  5.93  -0.97  0.53
C  -6.95  -0.12  0.93
H  2.90  1.10  2.24
H  -4.82  3.32  -2.33
H  -2.85  1.43  0.22
C  -3.97  2.88  -1.81

=====

## C
Molecular formula: C24H33N3O2
Method: DFT, ωB97M-V with the def2-TZVPD basis set

Output
LUMO (eV): 0.8
SMILES: COc1ccc(CN2CCC[C@@H](N3CCN(c4ccc(OC)cc4)CC3)C2)cc1
Kohn-Sham gap (eV): 8.158

Atoms and positions in Å:
H  -9.70  3.04  -0.67
H  6.51  -1.78  0.65
H  5.32  2.96  0.05
H  -1.75  0.46  0.65
C  7.71  3.72  -0.43
C  4.62  1.00  0.49
H  1.37  -1.63  1.66
C  5.60  1.93  0.18
H  4.23  -2.36  0.95
C  -1.97  -2.56  -0.47
H  -0.62  -1.12  2.18
C  -6.36  1.06  -1.02
H  -3.72  -1.80  -1.47
C  1.81  -1.11  -2.13
C  -4.58  -0.01  0.24
H  -4.84  0.06  2.37
H  3.51  -1.15  2.03
C  -2.89  -1.40  -0.88
C  -2.34  -0.31  1.17
H  -6.93  1.33  2.28
H  8.68  4.17  -0.65
C  -5.25  0.35  1.41
H  -4.69  0.11  -1.91
H  8.27  -0.13  0.12
H  7.30  4.17  0.48
H  1.66  -2.96  0.52
H  0.17  -0.38  -0.14
H  3.59  1.31  0.59
H  7.03  3.89  -1.27
C  2.99  -1.49  -1.24
H  -2.75  0.14  2.07
C  0.54  -1.82  -1.67
H  -0.29  -1.51  -2.30
H  2.04  -1.38  -3.16
N  -0.87  -2.17  0.39
H  -2.33  -0.68  -1.51
N  2.68  -1.14  0.14
H  3.88  -0.95  -1.54
H  -2.01  -2.22  2.11
C  -5.16  0.36  -0.97
C  4.93  -0.34  0.66
H  0.67  -2.90  -1.77
O  -8.18  2.12  0.23
H  3.19  -2.58  -1.33
C  7.24  0.18  0.22
H  -9.06  1.65  -1.58
C  -6.43  1.06  1.37
N  -3.42  -0.78  0.31
H  -6.77  1.32  -1.98
H  -2.57  -3.27  0.10
O  7.97  2.35  -0.24
H  -1.59  -3.07  -1.35
H  -8.15  3.19  -1.55
C  0.28  -1.48  -0.21
C  3.84  -1.32  1.00
C  -1.42  -1.48  1.54
C  6.25  -0.74  0.52
C  -7.00  1.42  0.16
C  1.52  -1.87  0.60
C  -8.79  2.51  -0.97
H  1.67  -0.03  -2.07
C  6.92  1.52  0.05

=====

Computed stability ranking, most favorable first: B, C, A

=====

## A
Molecular formula: H5O3
Method: DFT, ωB97M-V with the def2-TZVPD basis set

Output
LUMO (eV): 4.9
Net charge: -1
Kohn-Sham gap (eV): 8.930

Atoms and positions in Å:
H  -0.16  -2.42  -1.32
H  -1.41  1.66  1.28
O  -0.09  -2.21  -0.40
H  1.60  0.53  -0.24
O  -0.66  2.10  0.90
H  0.14  -1.25  -0.36
O  0.69  0.34  -0.41
H  -0.10  1.26  0.55

=====

## B
Molecular formula: H5O3
Method: DFT, ωB97M-V with the def2-TZVPD basis set

Output
LUMO (eV): 5.0
Net charge: -1
Kohn-Sham gap (eV): 8.735

Atoms and positions in Å:
H  -1.16  -1.47  -0.91
H  0.16  -1.60  -0.31
O  -0.40  1.16  -0.83
O  0.90  0.95  1.34
O  -0.64  -2.14  -0.45
H  0.38  1.06  0.40
H  0.38  1.65  -1.15
H  0.38  0.39  1.92

=====

Computed stability ranking, most favorable first: A, B

=====

## A
Molecular formula: C3H2F3N
Method: DFT, ωB97M-V with the def2-TZVPD basis set

Output
LUMO (eV): 0.1
SMILES: C1=CN=1.FC(F)F
Kohn-Sham gap (eV): 10.377

Atoms and positions in Å:
F  2.79  1.24  -1.42
H  -1.64  1.75  0.52
C  -1.54  0.70  0.38
N  -1.63  -0.30  1.22
F  2.50  0.10  0.44
C  1.84  0.66  -0.57
C  -1.54  -0.59  -0.13
F  1.12  1.67  -0.11
H  1.24  0.00  -1.14

=====

## B
Molecular formula: C3H2F3N
Method: DFT, ωB97M-V with the def2-TZVPD basis set

Output
LUMO (eV): 0.9
SMILES: FC(F)(F)C1=NC1
Kohn-Sham gap (eV): 11.269

Atoms and positions in Å:
N  -0.75  1.58  -0.11
F  -3.19  -1.37  -0.10
F  -3.54  0.33  1.15
H  -0.17  -0.11  1.27
H  0.32  -0.41  -0.58
C  -0.13  0.23  0.23
C  -3.10  -0.02  -0.04
F  -3.78  0.49  -1.05
C  -1.48  0.60  -0.12

=====

Computed stability ranking, most favorable first: B, A

=====

## A
Molecular formula: C4H5NOS2
Method: DFT, ωB97M-V with the def2-TZVPD basis set

Output
LUMO (eV): -0.7
SMILES: C=CC=S.O=C=NS
Kohn-Sham gap (eV): 7.960

Atoms and positions in Å:
C  2.25  -1.00  0.36
H  -0.47  0.16  -1.44
C  0.96  -0.98  -0.28
H  -3.91  -0.03  1.10
C  -1.13  1.61  0.11
H  2.38  -1.85  0.86
O  -0.36  2.42  -0.24
H  1.15  0.72  -1.58
S  3.01  0.35  0.73
C  0.52  0.00  -1.10
S  -2.78  -0.56  0.63
N  -1.89  0.81  0.68
H  0.26  -1.64  0.17

=====

## B
Molecular formula: C4H5NOS2
Method: DFT, ωB97M-V with the def2-TZVPD basis set

Output
LUMO (eV): 0.0
SMILES: SCc1cnoc1S
Kohn-Sham gap (eV): 9.199

Atoms and positions in Å:
C  1.27  -0.42  0.68
C  0.03  0.42  0.29
S  2.91  -0.11  -0.23
H  -2.78  -2.04  0.58
S  -1.46  -1.73  -0.11
H  2.75  -0.95  -1.41
C  -0.15  1.81  0.18
C  -1.10  -0.12  -0.03
H  1.47  -0.04  1.71
O  -2.09  0.83  -0.23
H  0.55  2.61  0.08
N  -1.39  2.09  -0.15
H  1.01  -1.47  0.64

=====

## C
Molecular formula: C4H5NOS2
Method: DFT, ωB97M-V with the def2-TZVPD basis set

Output
LUMO (eV): -2.4
SMILES: CNC(=O)C(=S)C=S
Kohn-Sham gap (eV): 6.865

Atoms and positions in Å:
H  2.26  0.45  0.29
H  0.54  -1.74  -0.34
C  1.05  -1.27  0.50
S  -1.75  0.62  1.73
C  0.40  1.04  -0.25
O  0.65  2.24  -0.26
H  0.40  -1.29  1.44
H  -3.00  0.49  -0.49
S  -0.96  0.18  -2.47
H  2.03  -1.80  0.55
C  -2.08  0.45  0.10
N  1.38  0.10  0.05
C  -0.93  0.50  -0.85

=====

Computed stability ranking, most favorable first: C, B, A

=====

## A
Molecular formula: C5H16N4
Method: DFT, ωB97M-V with the def2-TZVPD basis set

Output
LUMO (spin up / spin down) (eV): 0.7 / 0.7
Kohn-Sham gap (spin up / spin down) (eV): 6.742 / 6.739

Atoms and positions in Å:
H  -0.77  -2.89  -2.10
H  0.03  -0.70  -3.16
H  -0.63  -0.28  3.21
H  -1.63  0.93  -0.16
H  2.35  -0.23  0.41
H  0.97  0.43  2.92
N  1.37  -0.42  0.51
H  -0.19  1.24  3.97
C  -0.93  0.24  0.25
H  -1.55  -0.25  -3.29
C  0.45  0.45  0.05
H  -0.22  2.24  1.75
N  -0.74  -0.25  -2.67
H  1.10  -1.21  1.07
H  0.38  2.48  -0.57
H  -0.64  -2.62  -0.37
C  -0.41  -2.18  -1.34
H  0.69  -2.14  -1.44
H  -1.30  -0.58  0.83
H  1.99  1.74  -0.73
C  -0.10  0.67  3.04
C  0.92  1.56  -0.81
H  0.65  1.30  -1.84
N  -0.71  1.36  1.93
N  -1.07  -0.90  -1.45

=====

## B
Molecular formula: C5H16N4
Method: DFT, ωB97M-V with the def2-TZVPD basis set

Output
LUMO (eV): 0.9
SMILES: CN[C@@H](C)[C@@](C)(N)NN
Kohn-Sham gap (eV): 9.058

Atoms and positions in Å:
N  1.23  1.78  0.22
H  -2.16  0.37  -0.04
C  -1.39  -2.18  -0.74
H  -2.23  -1.65  -0.26
C  -0.06  0.58  0.49
H  -0.21  -2.13  0.90
H  1.69  0.42  -2.04
N  -0.11  0.36  1.89
H  -0.27  -0.60  2.15
N  -0.11  -1.95  -0.10
H  -1.71  1.98  0.52
H  2.92  1.14  1.12
H  0.69  2.65  0.25
C  -1.36  1.12  -0.07
N  2.16  1.80  1.30
H  -0.05  0.13  -2.29
H  1.65  -0.71  0.14
H  -1.36  -1.92  -1.80
C  0.70  -0.43  -0.32
C  0.86  -0.26  -1.82
H  -1.66  -3.24  -0.69
H  -0.74  0.99  2.37
H  1.09  -1.22  -2.29
H  1.71  1.48  2.17
H  -1.26  1.46  -1.10

=====

Computed stability ranking, most favorable first: B, A